Entry 1:
Formula: C26H52Cl26
Source: OMol25
Level of theory: ωB97M-V/def2-TZVPD

Geometry as XYZ:
```
104
Properties=species:S:1:pos:R:3:mulliken_charge:R:1
Cl -2.78 2.76 -3.32 -0.0335
C -4.36 3.59 -3.61 -0.5957
C -4.19 5.17 -3.41 -0.5903
Cl -3.24 5.54 -1.94 -0.0881
H -5.05 3.04 -2.97 0.2930
H -4.80 3.46 -4.60 0.3472
H -5.15 5.66 -3.23 0.3394
H -3.80 5.63 -4.33 0.3358
Cl 6.55 -0.03 -4.90 -0.2247
C 5.59 -1.34 -4.13 -0.2333
C 5.11 -0.93 -2.67 0.1367
Cl 6.40 -0.59 -1.54 -0.1923
H 6.26 -2.21 -4.10 0.2438
H 4.79 -1.59 -4.82 0.1769
H 4.71 -1.88 -2.32 -0.1893
H 4.34 -0.15 -2.70 0.2839
Cl -1.94 -2.49 -5.12 -0.2362
C -1.29 -0.90 -5.85 -0.6647
C -1.34 0.22 -4.85 0.1403
Cl -0.45 1.59 -5.49 -0.2062
H -1.78 -0.62 -6.78 0.4360
H -0.29 -1.08 -6.25 0.3050
H -0.78 0.01 -3.94 -0.1553
H -2.37 0.50 -4.61 0.3842
Cl -4.04 -2.35 4.15 -0.1813
C -3.08 -3.68 3.32 -0.5629
C -2.41 -3.21 2.01 -0.0425
Cl -1.47 -4.42 1.18 -0.1881
H -3.77 -4.49 3.08 0.4227
H -2.32 -4.13 3.95 0.3090
H -1.81 -2.31 2.16 0.0042
H -3.10 -2.78 1.29 0.2522
Cl 2.65 -2.86 2.15 -0.1493
C 4.31 -2.16 2.59 -0.5383
C 4.62 -0.86 1.82 -0.2785
Cl 3.34 0.30 1.93 -0.0473
H 5.11 -2.91 2.59 0.3717
H 4.22 -1.80 3.61 0.3240
H 4.83 -1.08 0.78 -0.0690
H 5.46 -0.38 2.34 0.4224
Cl -2.75 -0.87 9.12 -0.2269
C -2.28 -0.90 7.40 0.0040
C -1.50 -2.07 6.96 -0.5270
Cl -0.90 -1.79 5.40 -0.0739
H -1.70 -0.01 7.16 0.0041
H -3.27 -0.89 6.93 0.2006
H -1.98 -3.05 6.97 0.3112
H -0.69 -2.14 7.69 0.3319
Cl 2.31 4.49 3.97 -0.2145
C 1.20 3.10 4.00 0.0033
C 0.60 3.07 5.31 -0.4172
Cl 0.26 1.42 5.79 -0.2146
H 1.87 2.24 3.94 0.1472
H 0.62 3.07 3.07 0.0669
H -0.30 3.69 5.33 0.2112
H 1.25 3.53 6.06 0.3750
Cl -3.48 1.14 2.12 -0.0409
C -5.14 1.58 1.85 -0.4545
C -5.85 0.64 0.90 -0.3637
Cl -7.57 0.96 0.58 -0.2085
H -5.11 2.63 1.55 0.1933
H -5.68 1.62 2.80 0.3584
H -5.72 -0.33 1.39 0.2649
H -5.33 0.58 -0.06 0.2416
Cl -1.37 5.78 3.32 -0.1819
C -2.05 5.33 1.82 0.1521
C -3.42 4.68 1.95 0.0403
Cl -4.55 5.82 2.67 -0.2049
H -1.28 4.70 1.39 -0.3308
H -2.09 6.23 1.21 0.3269
H -3.40 3.71 2.45 0.0762
H -3.86 4.38 1.00 0.1522
Cl 3.59 -6.79 -3.46 -0.1859
C 4.58 -6.70 -1.94 -0.4059
C 5.42 -5.51 -1.99 -0.0358
Cl 6.77 -5.57 -3.27 -0.2116
H 5.00 -7.68 -1.75 0.4058
H 3.90 -6.63 -1.09 0.2340
H 5.88 -5.32 -1.02 0.3521
H 4.80 -4.64 -2.21 -0.1595
Cl 2.45 6.21 -1.46 -0.2006
C 0.77 5.63 -1.68 -0.2603
C 0.57 4.17 -1.40 -0.3232
Cl 0.87 3.78 0.34 -0.0600
H 0.44 5.93 -2.67 0.3832
H 0.17 6.09 -0.90 0.1248
H 1.24 3.51 -1.95 0.3879
H -0.44 3.86 -1.70 -0.0909
Cl -1.46 0.15 -0.80 -0.0861
C 0.07 -0.19 0.07 -0.0618
C 1.06 -0.94 -0.79 0.5444
Cl 1.27 0.04 -2.27 -0.2194
H -0.22 -0.77 0.95 0.1345
H 0.44 0.76 0.46 -0.0224
H 0.87 -2.00 -0.94 -0.0240
H 2.06 -0.89 -0.37 -0.3191
Cl 2.04 -4.18 -1.93 -0.1702
C 0.94 -4.51 -3.35 -0.6118
C 1.54 -3.92 -4.68 -0.4838
Cl 1.89 -2.09 -4.61 -0.1440
H -0.07 -4.17 -3.16 0.3368
H 0.83 -5.59 -3.52 0.4230
H 0.84 -4.08 -5.50 0.3894
H 2.40 -4.53 -4.91 0.2966
```

## Properties
HOMO level ... -10.43 eV
Electronic energy ... -353389.6497 eV
Gap between HOMO and LUMO ... 10.62 eV
Net charge ... 0
Strongest force on any atom ... 2.98 eV Å⁻¹

Entry 2:
Formula: C26H52Cl4O18
Source: OMol25
Level of theory: ωB97M-V/def2-TZVPD

Geometry as XYZ:
```
100
Properties=species:S:1:pos:R:3:mulliken_charge:R:1
C -4.28 1.10 -0.05 0.5343
Cl -5.23 0.66 1.38 -0.1922
Cl -2.65 1.67 0.42 -0.1050
H -4.14 0.19 -0.62 -0.8067
H -4.72 1.91 -0.61 0.4361
C 0.72 0.93 0.31 1.2720
Cl 0.89 2.65 0.01 -0.1434
Cl 1.91 0.09 -0.68 -0.2474
H 0.86 0.59 1.33 -0.4182
H -0.27 0.61 -0.02 -0.4782
C 1.82 6.68 -4.97 -1.0850
C 2.19 5.87 -3.72 -0.1986
O 1.18 5.98 -2.74 -0.3724
C 0.12 5.17 -2.80 0.8631
O -0.14 4.42 -3.71 -0.5970
O -0.57 5.32 -1.69 -0.3659
C -1.76 4.55 -1.47 -0.5061
H 1.97 7.73 -4.69 0.3109
H 0.77 6.63 -5.22 0.3129
H 2.48 6.51 -5.82 0.3302
H 3.12 6.24 -3.30 0.3307
H 2.32 4.82 -4.01 0.2699
H -2.56 5.29 -1.51 0.3725
H -1.64 4.13 -0.48 0.1107
H -1.87 3.78 -2.23 0.2041
C -1.19 3.36 7.63 -1.2393
C -1.20 2.20 6.64 -0.1053
O -0.58 2.64 5.45 -0.2920
C -0.52 1.83 4.39 0.7082
O 0.11 2.11 3.41 -0.4126
O -1.05 0.62 4.66 -0.4147
C -1.29 -0.23 3.52 -0.2555
H -1.48 4.27 7.11 0.3147
H -0.21 3.49 8.08 0.3066
H -1.96 3.18 8.39 0.3802
H -2.25 1.93 6.47 0.2929
H -0.67 1.35 7.07 0.2593
H -1.39 0.30 2.58 0.0558
H -2.24 -0.70 3.77 0.2987
H -0.54 -1.01 3.44 0.1460
C 6.01 -2.64 -0.92 -1.4772
C 4.54 -2.38 -1.24 0.5513
O 3.89 -3.63 -1.50 -0.2208
C 2.98 -3.68 -2.47 0.9186
O 2.55 -2.80 -3.13 -0.5795
O 2.51 -4.93 -2.56 -0.3747
C 3.06 -5.97 -1.78 -0.6617
H 6.12 -3.67 -0.56 0.2957
H 6.26 -1.94 -0.13 0.4012
H 6.69 -2.62 -1.78 0.3596
H 4.50 -1.74 -2.12 0.3811
H 4.07 -1.80 -0.45 -0.3991
H 2.66 -6.93 -2.09 0.2999
H 2.79 -5.94 -0.72 0.2259
H 4.14 -6.03 -1.89 0.3039
C -0.71 -4.65 -1.12 -1.1621
C -0.89 -3.20 -1.55 -0.0298
O -1.10 -2.28 -0.47 0.5930
C -2.20 -2.28 0.24 0.0783
O -2.32 -1.71 1.29 -0.4273
O -3.20 -2.96 -0.36 -0.3087
C -4.37 -3.16 0.42 -0.7386
H 0.16 -4.74 -0.46 0.1261
H -0.56 -5.29 -1.98 0.4295
H -1.60 -5.05 -0.64 0.3527
H -1.60 -3.06 -2.35 0.1143
H 0.03 -2.85 -2.01 0.3260
H -4.19 -3.90 1.21 0.3160
H -5.18 -3.48 -0.22 0.2532
H -4.62 -2.25 0.96 0.2452
C -5.04 -0.58 -4.68 -1.3550
C -4.43 -1.17 -3.41 -0.1742
O -3.05 -1.07 -3.31 -0.2730
C -2.49 0.13 -3.17 0.9294
O -3.09 1.15 -3.05 -0.5747
O -1.18 -0.06 -3.13 -0.1983
C -0.35 1.05 -3.28 -0.2017
H -5.02 0.51 -4.69 0.2809
H -6.07 -0.92 -4.77 0.3969
H -4.49 -0.83 -5.59 0.3216
H -4.89 -2.15 -3.34 0.4995
H -4.98 -0.64 -2.61 0.1830
H 0.14 1.14 -4.26 0.2873
H 0.50 1.01 -2.60 -0.1415
H -0.87 1.99 -3.12 0.0899
C 3.23 1.10 5.25 -1.4279
C 2.70 0.28 4.09 0.5217
O 3.69 -0.71 3.74 -0.3552
C 3.47 -1.58 2.79 0.7215
O 4.32 -2.32 2.38 -0.6075
O 2.23 -1.49 2.30 -0.0049
C 1.78 -2.53 1.45 -0.5112
H 4.09 1.70 4.94 0.3597
H 3.55 0.51 6.11 0.3611
H 2.46 1.80 5.57 0.3482
H 2.53 0.90 3.21 0.1134
H 1.76 -0.20 4.32 0.0156
H 2.30 -2.45 0.50 0.0049
H 0.73 -2.42 1.20 -0.2042
H 1.99 -3.53 1.82 0.5286
```

## Properties
HOMO level ... -10.44 eV
Electronic energy ... -114750.4586 eV
Gap between HOMO and LUMO ... 10.91 eV
SMILES ... CCOC(=O)OC.CCOC(=O)OC.CCOC(=O)OC.CCOC(=O)OC.CCOC(=O)OC.CCOC(=O)OC.ClCCl.ClCCl
Net charge ... 0
Strongest force on any atom ... 3.32 eV Å⁻¹